(1)
Density functional theory data (ωB97M-V/def2-TZVPD) for a structure of composition C34H40F4IN3OPSTeTi.

For the HOMO-LUMO gap (alpha / beta), the calculation gives 6.816 / 7.248 eV. The calculation puts the energy above the lowest of the compared OMol25 structures with the same formula, charge and spin at 26.4 kcal per mole. Its LUMO energy (alpha / beta) is 2.2066 / 2.2065 eV. As for the max |F|: 0.82 eV/Å. Its HOMO energy (alpha / beta) is -4.61 / -5.04 eV.

Structure (ORCA input):
```
! wB97M-V def2-TZVPD RIJCOSX def2/J DEFGRID3
* xyz -1 3
Ti 0.678 -1.487 -0.352
C -0.855 3.462 -1.430
N -0.110 2.742 -0.420
C 0.270 3.629 0.656
C 1.013 2.062 -1.040
C 1.904 1.266 -0.097
N 1.188 0.195 0.609
C 1.108 0.316 1.982
C -0.101 0.079 2.659
F -1.198 -0.220 1.962
C -0.203 0.159 4.032
F -1.397 -0.076 4.606
C 0.875 0.494 4.829
C 2.068 0.739 4.187
F 3.165 1.053 4.907
C 2.188 0.650 2.814
F 3.416 0.852 2.284
H -0.239 4.243 -1.918
H -1.728 3.938 -0.981
H -1.202 2.769 -2.197
H 0.965 4.426 0.327
H 0.742 3.079 1.469
H -0.627 4.107 1.056
H 1.671 2.788 -1.563
H 0.618 1.388 -1.807
H 2.392 1.945 0.602
H 2.690 0.840 -0.726
H 0.787 0.558 5.903
I 1.895 -1.320 -2.898
C -1.004 0.112 -2.988
C -1.359 0.778 -4.107
C -2.733 0.757 -4.466
C -3.628 0.067 -3.697
C -3.216 -0.628 -2.527
C -4.148 -1.326 -1.719
C -3.731 -1.942 -0.576
C -2.362 -1.918 -0.208
C -1.392 -1.291 -0.956
C -1.848 -0.615 -2.136
H -0.631 1.300 -4.718
H -3.065 1.284 -5.354
H -4.678 0.038 -3.970
H -5.189 -1.358 -2.025
H -4.444 -2.459 0.056
H -2.087 -2.410 0.721
C 3.518 -4.558 -1.785
C 3.693 -4.279 -0.295
P 3.394 -2.525 0.189
C 4.914 -1.767 -0.536
C 5.364 -0.473 0.137
C 3.803 -2.579 1.986
C 5.080 -3.298 2.413
H 3.744 -5.606 -1.996
H 4.183 -3.940 -2.389
H 2.498 -4.353 -2.104
H 4.704 -4.548 0.024
H 2.997 -4.900 0.277
H 4.682 -1.577 -1.585
H 5.722 -2.505 -0.508
H 4.564 0.265 0.166
H 6.204 -0.032 -0.405
H 5.687 -0.641 1.166
H 2.929 -3.013 2.481
H 3.834 -1.539 2.311
H 5.011 -4.375 2.254
H 5.270 -3.136 3.476
H 5.952 -2.936 1.864
C -5.004 1.954 -1.177
Te -3.716 1.816 0.518
C -4.923 3.391 1.325
C -6.135 3.510 0.438
C -7.219 4.307 0.803
C -8.326 4.423 -0.020
C -8.358 3.739 -1.229
C -7.285 2.946 -1.599
C -6.168 2.822 -0.773
H -5.331 0.954 -1.452
H -4.458 2.373 -2.022
H -4.360 4.325 1.330
H -5.203 3.157 2.351
H -7.191 4.838 1.748
H -9.163 5.040 0.279
H -9.221 3.820 -1.879
H -7.307 2.408 -2.540
O 0.434 -2.594 1.558
S 0.301 -3.953 0.881
N 0.459 -3.834 -0.575
*
```

***

(2)
Density functional theory data (ωB97M-V/def2-TZVPD) for a cluster of 12 separate species, H25O12 in total in a non-equilibrium geometry.

For the HOMO-LUMO gap (alpha / beta), the calculation gives 10.442 / 2.625 eV. The calculation puts the energy above the lowest of the compared OMol25 structures with the same formula, charge and spin at 59.4 kcal per mole. Its LUMO energy (alpha / beta) is -6.5000 / -14.2828 eV. As for the max |F|: 7.74 eV/Å. Its HOMO energy (alpha / beta) is -16.94 / -16.91 eV.

Structure (ORCA input):
```
! wB97M-V def2-TZVPD RIJCOSX def2/J DEFGRID3
* xyz 2 2
O 1.846 0.152 3.288
H 2.240 0.117 4.237
H 2.481 0.793 2.929
O -3.695 -1.182 -0.234
H -4.450 -1.793 -0.327
H -2.988 -1.357 -0.808
O 1.520 1.862 -2.914
H 4.407 -0.080 -0.023
O -0.952 0.085 -2.124
H -1.449 -0.738 -1.866
H -1.686 0.549 -2.514
O -0.712 1.351 0.600
H -1.134 1.081 -0.272
H -1.125 0.675 1.157
O -0.758 -2.807 0.248
H -0.711 -3.714 0.648
H -0.484 -2.172 0.841
O 1.419 0.155 -0.031
H 1.896 0.516 -0.721
H 0.231 0.823 0.353
O -2.883 0.326 1.814
H -3.331 -0.192 1.102
H -3.192 1.228 2.080
O 4.213 0.377 -0.786
H 1.246 -0.808 -0.200
H 4.596 1.271 -0.460
O -2.008 -2.417 -1.983
H -1.138 -2.746 -1.758
H -2.560 -2.915 -2.605
O 2.423 2.813 0.164
H 2.235 3.094 -0.721
H 2.816 3.507 0.794
O -0.243 -0.609 1.850
H 0.490 -0.502 2.296
H -0.924 -0.496 2.551
H 0.605 1.584 -2.834
H 1.761 2.168 -3.771
*
```

***

(3)
Density functional theory data (ωB97M-V/def2-TZVPD) for a cluster of 2 separate species, C5H16N2O in total in a non-equilibrium geometry.

For the HOMO-LUMO gap, the calculation gives 9.449 eV. Its SMILES is C[C@H](N)CN(C)C.O. The calculation puts the energy above the lowest of the compared OMol25 structures with the same formula, charge and spin at 54.9 kcal per mole. Its LUMO energy is 0.9034 eV. As for the max |F|: 4.24 eV/Å. Its HOMO energy is -8.55 eV.

Structure (ORCA input):
```
! wB97M-V def2-TZVPD RIJCOSX def2/J DEFGRID3
* xyz 0 1
C -0.018 2.225 0.170
C -0.774 0.908 -0.074
N -2.103 0.876 0.536
C 0.049 -0.431 0.255
N 1.022 -0.550 -0.925
C 0.551 -1.396 -1.943
C 2.353 -0.943 -0.516
H 1.047 2.073 -0.175
H -0.406 2.938 -0.477
H 0.136 2.481 1.176
H -0.805 0.894 -1.231
H -2.487 1.712 0.726
H -2.711 0.262 0.119
H 0.703 -0.228 1.149
H -0.533 -1.308 0.382
H -0.489 -1.365 -2.270
H 0.649 -2.560 -1.772
H 1.083 -1.183 -2.893
H 2.554 -0.873 0.556
H 2.561 -1.958 -0.701
H 3.084 -0.609 -1.125
O -1.659 -0.491 3.279
H -1.823 -0.900 2.486
H -1.986 0.423 3.267
*
```

***

(4)
Density functional theory data (ωB97M-V/def2-TZVPD) for a structure of composition C16H25N2O5 in a non-equilibrium geometry.

For the HOMO-LUMO gap, the calculation gives 6.672 eV. The calculation puts the energy above the lowest of the compared OMol25 structures with the same formula, charge and spin at 430.4 kcal per mole. Its LUMO energy is -2.4563 eV. As for the max |F|: 16.71 eV/Å. Its HOMO energy is -9.13 eV.

Structure (ORCA input):
```
! wB97M-V def2-TZVPD RIJCOSX def2/J DEFGRID3
* xyz 1 1
O 0.158 -2.126 -0.848
H 1.092 -2.605 -0.815
C -0.814 -2.903 -0.689
C -2.190 -2.326 -1.162
N -2.456 -1.213 -0.551
H -1.583 -0.676 -0.139
C -3.352 -0.190 -1.027
C -3.765 1.120 -0.402
N -3.008 1.281 0.810
C -1.761 2.069 0.867
H -1.483 2.391 1.916
H -2.232 3.206 0.462
C -0.613 1.509 -0.158
C 0.599 2.703 0.180
O 1.550 2.345 -0.961
C 2.550 1.493 -0.448
C 3.633 1.342 -1.512
C 4.691 0.650 -1.383
C 4.955 0.033 -0.401
C 3.842 -0.012 0.771
C 2.695 0.717 0.476
H 1.908 0.800 1.527
O 4.206 -0.816 1.705
C 5.422 -1.390 1.466
O 5.837 -0.780 -0.224
H 5.530 -2.516 1.261
H 6.242 -1.302 2.034
H 5.520 0.862 -2.263
H 3.379 2.105 -2.310
H 0.292 3.609 0.053
H 0.986 2.638 1.108
O -0.339 0.312 0.132
H 0.527 0.121 -0.197
H -0.959 1.632 -1.123
C -2.965 0.005 1.742
C -3.082 -1.015 0.954
H -2.643 -2.054 1.266
H -4.184 -1.416 1.025
H -3.756 0.175 2.497
H -2.098 0.159 2.368
H -4.695 0.829 0.192
H -3.880 2.105 -0.603
H -2.729 0.260 -1.975
H -4.174 -0.713 -1.602
H -3.215 -2.891 -1.099
H -1.957 -2.113 -2.204
H -0.793 -4.045 -1.168
H -0.889 -3.369 0.450
*
```